{"formula": "C43H71IO3PS", "method": "ωB97M-V/def2-TZVPD", "species": ["C", "C", "C", "C", "C", "C", "C", "C", "C", "C", "C", "C", "C", "C", "C", "C", "C", "C", "P", "C", "C", "C", "C", "S", "O", "O", "O", "C", "C", "C", "I", "H", "H", "H", "H", "H", "H", "H", "H", "H", "H", "H", "H", "H", "H", "H", "H", "H", "H", "H", "H", "H", "H", "H", "H", "H", "H", "H", "H", "H", "H", "H", "H", "H", "H", "H", "H", "H", "H", "H", "H", "H", "H", "H", "H", "H", "H", "H", "H", "H", "H", "H", "H", "H", "C", "C", "C", "C", "C", "C", "H", "H", "H", "H", "H", "H", "C", "C", "C", "C", "C", "C", "H", "H", "H", "H", "H", "H", "C", "C", "C", "C", "C", "C", "H", "H", "H", "H", "H", "H"], "xyz": [[5.4873, -7.3218, -0.1621], [5.6378, -5.8608, 0.2758], [7.0638, -5.3208, 0.0610], [7.8439, -4.9899, 1.3404], [7.1095, -4.1356, 2.3716], [6.5730, -2.7984, 1.8214], [7.5562, -1.6339, 2.0183], [6.9269, -0.2337, 1.9693], [5.8447, -0.0195, 0.8961], [4.4069, -0.1867, 1.3950], [3.3664, 0.4026, 0.4296], [2.0412, 0.7907, 1.1274], [0.8073, 0.0057, 0.6316], [-0.1701, 0.8669, -0.1934], [-0.9076, 0.1038, -1.3062], [-2.2660, -0.4879, -0.9197], [-3.1947, 0.4891, -0.2027], [-4.6448, -0.0159, -0.1583], [-4.9132, -1.3749, 0.9888], [-6.6361, -1.8904, 1.0480], [-6.6687, -3.2812, 1.7672], [-6.5937, -4.4444, 0.7825], [-6.9721, -5.7953, 1.3900], [-5.8888, -6.3545, 2.7020], [-6.6822, -7.0422, 3.6631], [-5.0534, -5.2689, 3.1319], [-4.9603, -7.4281, 1.9976], [-4.4322, -0.8821, 2.6734], [-3.6013, -1.8561, 3.5266], [-2.9842, -1.0930, 4.7272], [-2.0235, -2.8187, 2.4411], [4.4386, -7.6048, -0.2404], [5.9617, -7.9998, 0.5482], [5.9601, -7.4771, -1.1312], [5.3282, -5.7753, 1.3150], [4.9344, -5.2734, -0.3165], [7.6287, -6.0901, -0.4682], [7.0477, -4.4602, -0.6082], [8.7834, -4.5057, 1.0675], [8.1218, -5.9355, 1.8142], [6.2920, -4.6888, 2.8315], [7.8082, -3.9109, 3.1795], [6.3478, -2.9089, 0.7625], [5.6625, -2.5542, 2.3690], [8.3562, -1.7147, 1.2788], [8.0275, -1.7658, 2.9935], [6.5361, 0.0130, 2.9571], [7.7275, 0.4757, 1.7545], [6.0084, -0.6706, 0.0367], [5.9256, 1.0205, 0.5749], [4.1519, -1.2371, 1.5451], [4.3242, 0.2991, 2.3698], [3.1608, -0.3439, -0.3398], [3.7985, 1.2626, -0.0831], [2.1569, 0.6086, 2.1951], [1.8759, 1.8597, 1.0003], [0.2933, -0.4201, 1.4960], [1.1377, -0.8404, 0.0270], [-0.8566, 1.3466, 0.5029], [0.4161, 1.6533, -0.6684], [-1.0052, 0.7488, -2.1793], [-0.2697, -0.7257, -1.6135], [-2.7677, -0.8067, -1.8387], [-2.1000, -1.3956, -0.3339], [-2.8389, 0.6907, 0.8076], [-3.1853, 1.4328, -0.7480], [-5.3254, 0.7969, 0.1048], [-4.9339, -0.3677, -1.1510], [-4.1923, -2.4778, 0.5385], [-7.0049, -1.9896, 0.0276], [-7.2215, -1.1580, 1.5959], [-7.5824, -3.3205, 2.3545], [-5.8189, -3.3215, 2.4432], [-5.6140, -4.4849, 0.2998], [-7.3061, -4.2507, -0.0233], [-6.9347, -6.5601, 0.6140], [-7.9863, -5.7904, 1.7790], [-4.3544, -6.9678, 1.4029], [-5.3820, -0.7380, 3.1961], [-3.9603, 0.0962, 2.6139], [-4.2505, -2.6223, 3.9397], [-3.6539, -1.1310, 5.5812], [-2.7761, -0.0622, 4.4452], [-2.0248, -1.5265, 4.9900], [-4.7562, 4.0529, 0.5212], [-5.8745, 4.7276, 0.0511], [-5.7400, 5.6639, -0.9647], [-4.4913, 5.9213, -1.5136], [-3.3734, 5.2452, -1.0447], [-3.5062, 4.3134, -0.0253], [-4.8578, 3.3283, 1.3219], [-6.8489, 4.5296, 0.4792], [-6.6095, 6.1968, -1.3272], [-4.3909, 6.6517, -2.3064], [-2.4000, 5.4460, -1.4726], [-2.6324, 3.7910, 0.3461], [7.3147, 1.0113, -3.9108], [7.4752, 2.3336, -4.3010], [8.0637, 3.2459, -3.4366], [8.4971, 2.8348, -2.1837], [8.3390, 1.5122, -1.7946], [7.7452, 0.6011, -2.6570], [6.8554, 0.2999, -4.5850], [7.1430, 2.6530, -5.2804], [8.1865, 4.2775, -3.7399], [8.9600, 3.5454, -1.5112], [8.6790, 1.1910, -0.8178], [7.6186, -0.4301, -2.3518], [-6.2865, 7.9771, -4.3025], [-6.5656, 9.1318, -3.5845], [-6.1376, 10.3635, -4.0592], [-5.4356, 10.4402, -5.2540], [-5.1582, 9.2856, -5.9724], [-5.5810, 8.0529, -5.4955], [-6.6200, 7.0150, -3.9326], [-7.1179, 9.0730, -2.6551], [-6.3519, 11.2640, -3.4987], [-5.1053, 11.4011, -5.6259], [-4.6126, 9.3468, -6.9049], [-5.3620, 7.1519, -6.0541]], "forces_ev_per_angstrom": [[0.08, 0.12, 0.16], [-0.02, -0.24, -0.40], [0.03, -0.13, 0.18], [-0.13, -0.26, 0.04], [0.10, 0.41, -0.24], [0.38, 0.00, 0.57], [-0.16, -0.22, -0.05], [0.21, -0.34, -0.48], [-0.23, 0.13, 0.51], [-0.07, 0.03, -0.22], [-0.01, -0.05, 0.21], [0.10, -0.43, -0.15], [-0.08, 0.25, 0.11], [0.44, -0.41, -0.09], [0.05, 0.01, 0.35], [0.06, -0.01, -0.22], [0.06, -0.33, -0.17], [0.21, 0.20, -0.07], [-0.39, 0.56, -0.04], [0.29, -0.95, -0.01], [0.09, 0.82, -0.40], [-0.26, 0.14, 0.06], [0.34, 0.08, -0.59], [-0.49, 0.07, 0.91], [0.24, -0.14, -0.36], [0.16, 0.09, -0.28], [-0.29, -0.05, -0.10], [-0.09, -0.52, -0.01], [0.17, 0.64, 0.66], [0.13, -0.20, -0.66], [-0.05, -0.06, -0.02], [-0.05, -0.06, 0.01], [0.06, -0.02, 0.00], [-0.06, -0.04, -0.09], [-0.03, 0.11, 0.08], [-0.04, 0.14, 0.08], [0.11, 0.05, -0.10], [-0.05, 0.09, 0.02], [0.04, 0.04, -0.05], [0.05, 0.00, 0.07], [-0.03, -0.15, -0.07], [-0.01, -0.07, 0.12], [-0.34, 0.07, -0.03], [-0.16, -0.01, -0.14], [0.04, 0.04, -0.06], [0.12, 0.08, 0.03], [-0.14, 0.09, 0.02], [0.07, 0.07, 0.21], [0.14, 0.11, -0.16], [0.04, -0.04, -0.30], [0.10, -0.07, 0.17], [-0.03, 0.10, 0.03], [0.03, 0.06, -0.16], [0.00, 0.08, 0.01], [0.03, 0.12, 0.09], [-0.12, 0.08, 0.10], [-0.13, -0.08, -0.04], [0.05, -0.05, -0.03], [-0.08, 0.26, -0.12], [-0.04, 0.12, 0.01], [-0.23, 0.07, -0.01], [0.04, 0.01, -0.18], [0.01, -0.08, -0.04], [-0.08, 0.03, 0.17], [0.03, 0.12, 0.03], [-0.09, 0.12, 0.09], [-0.11, -0.04, 0.13], [-0.13, -0.06, 0.00], [0.09, -0.02, 0.13], [-0.16, 0.21, -0.04], [-0.02, 0.21, -0.10], [-0.04, -0.18, 0.10], [-0.18, -0.24, 0.31], [0.10, -0.07, 0.10], [-0.05, -0.10, -0.03], [-0.05, -0.10, 0.09], [0.01, 0.04, 0.27], [0.33, -0.04, -0.01], [-0.05, 0.13, 0.01], [0.19, 0.00, -0.13], [0.14, -0.39, -0.37], [-0.05, 0.13, 0.08], [-0.07, 0.11, 0.10], [-0.08, -0.12, 0.30], [0.01, -0.05, -0.04], [-0.02, -0.03, 0.00], [0.00, 0.00, -0.01], [-0.01, 0.02, -0.03], [-0.01, -0.01, -0.01], [0.04, -0.09, 0.02], [0.01, 0.03, 0.04], [0.00, 0.02, 0.01], [0.00, 0.00, 0.00], [-0.01, 0.01, 0.00], [0.01, 0.02, 0.01], [0.01, 0.03, 0.01], [-0.01, 0.00, 0.00], [-0.01, 0.00, 0.00], [0.00, 0.00, 0.00], [0.00, 0.01, 0.01], [-0.01, -0.01, 0.03], [-0.01, -0.01, 0.01], [0.00, 0.00, -0.01], [0.00, 0.00, 0.00], [0.01, 0.00, -0.01], [0.01, 0.00, 0.00], [0.00, -0.01, 0.00], [0.01, -0.01, 0.00], [0.01, -0.02, 0.03], [0.01, -0.02, 0.02], [0.00, 0.01, 0.00], [0.00, 0.00, 0.00], [0.01, 0.00, 0.00], [0.01, -0.01, 0.00], [-0.02, -0.01, -0.02], [0.00, 0.01, 0.00], [-0.01, 0.01, 0.00], [0.00, 0.00, 0.00], [0.00, 0.00, 0.00], [-0.01, 0.00, -0.01]], "e_lumo_ev": -2.62, "homo_ev": -10.51, "total_energy_ha": -2943.7579, "total_charge": 1}